C12H25NO4 | wB97M-V/def2-TZVPD

XYZ file:
```
42
Properties=species:S:1:pos:R:3:forces:R:3
H -2.90624 1.39081 0.37950 -0.481 -0.205 0.293
N -2.41670 -4.22816 -0.12832 0.609 0.586 -0.135
C -2.14302 -0.19513 -1.59518 -0.124 0.289 0.665
C -3.43573 0.44135 0.58611 1.093 -0.526 -0.505
C 1.24931 -1.68859 2.13300 0.009 -0.332 0.820
H 0.23839 -1.97520 2.48522 0.359 0.003 -0.278
C 1.36223 -1.37069 -0.19227 -0.280 -0.267 -0.865
C -1.50880 -3.45296 -0.97108 -0.826 -0.443 0.228
O 0.72953 3.58228 -1.13893 -0.048 -0.336 -0.074
H -4.27032 -0.03165 -1.34410 0.360 -0.303 0.190
H 3.72222 1.36526 0.84740 -0.210 -0.089 -0.053
C -0.79669 -0.23684 -0.81342 0.209 -0.682 -1.113
H -2.14996 -0.92597 -2.42489 0.136 0.327 0.339
H -2.21493 0.80164 -2.06959 -0.059 -0.384 0.224
O 1.96894 2.14621 0.06488 0.060 0.045 -0.045
C 2.66615 4.39314 0.06146 0.538 -0.198 0.016
H -2.82679 -0.10377 1.33219 -0.402 0.393 -0.090
C 3.81203 3.51875 0.54732 0.259 0.221 0.048
C -0.05449 -1.60528 -0.87146 0.698 0.992 0.721
O 1.57124 -2.26231 0.88273 0.323 1.154 0.096
H -0.12881 0.50580 -1.29519 -0.163 -0.348 0.319
H 4.39534 3.96078 1.35406 -0.041 -0.074 0.019
H -0.87976 -4.11272 -1.59999 -0.049 0.171 0.477
H -3.64803 -1.44951 -0.51204 0.320 0.358 -0.088
H 1.29039 -0.58412 2.14537 0.102 -0.346 -0.233
H 2.71952 2.29179 1.98236 -0.017 0.011 -0.040
H 4.49093 3.30984 -0.28247 -0.015 -0.020 0.050
H -0.87001 0.05730 0.24545 -0.194 -0.090 -0.372
H -2.14433 -2.86868 -1.65888 0.323 -0.067 0.259
H -4.44124 0.62102 0.98592 0.296 -0.068 -0.201
H -3.01868 -3.52805 0.30041 -0.195 -0.197 -0.038
H 2.97215 5.05956 -0.74080 -0.278 0.126 0.044
H -1.86086 -4.55999 0.65793 -0.016 -0.279 -0.141
H 0.08680 -1.93804 -1.91961 -0.116 0.176 0.393
C 1.67235 3.37235 -0.43600 -0.417 0.406 -0.059
O -0.71978 -2.61983 -0.12612 -0.247 0.280 -1.030
H 1.42433 -0.29732 0.09493 0.041 -0.717 0.152
H 1.99811 -2.06238 2.85571 -0.419 0.150 -0.178
H 2.17841 -1.53844 -0.92158 -0.421 -0.069 0.235
H 2.21092 4.96056 0.87520 -0.058 0.053 -0.095
C 3.09297 2.24755 0.95573 0.212 -0.170 0.196
C -3.41711 -0.39036 -0.73094 -0.873 0.468 -0.149
```
Positions in Å, forces in eV/Å.

Output
energy above the lowest of the compared OMol25 structures with the same formula, charge and spin = 132.6 kJ/mol
SMILES = CCCC[C@@H](COC)OCN.O=C1CCCO1
gap between HOMO and LUMO = 9.8267 eV

Charge distribution, natural (NBO) scheme, values in e:
1 H 0.21
2 N -0.82
3 C -0.41
4 C -0.62
5 C -0.25
6 H 0.18
7 C -0.08
8 C 0.09
9 O -0.56
10 H 0.20
11 H 0.20
12 C -0.44
13 H 0.20
14 H 0.21
15 O -0.50
16 C -0.53
17 H 0.20
18 C -0.43
19 C 0.08
20 O -0.53
21 H 0.22
22 H 0.22
23 H 0.16
24 H 0.19
25 H 0.16
26 H 0.18
27 H 0.21
28 H 0.21
29 H 0.16
30 H 0.21
31 H 0.35
32 H 0.25
33 H 0.36
34 H 0.17
35 C 0.79
36 O -0.56
37 H 0.18
38 H 0.18
39 H 0.18
40 H 0.24
41 C -0.07
42 C -0.39

C12H26MnN6O6S | wB97M-V/def2-TZVPD

XYZ file:
```
52
Properties=species:S:1:pos:R:3:forces:R:3
C -0.09949 0.51175 -2.60920 1.249 -2.156 1.875
N -1.25120 1.51731 -0.84712 0.360 0.616 -2.290
H -4.67708 1.83799 -1.10744 0.108 0.262 1.333
S 1.10076 1.34089 0.80520 1.774 1.535 0.619
H 2.73381 -0.52090 2.41822 0.065 0.320 -0.912
H -0.56905 0.20680 4.68979 -0.184 -0.094 -0.241
O 1.10273 -2.30150 0.46111 0.354 -0.441 -1.060
O -2.38612 1.19346 2.00304 -0.432 1.159 -0.424
H -2.25789 1.86851 1.24142 -0.281 -0.566 0.558
H 1.45347 0.19563 -4.04087 -0.233 -0.111 0.017
C 2.59508 0.55714 0.62380 0.009 -0.048 -0.006
Mn -0.61505 -0.06935 0.06343 0.351 0.178 -0.286
N 0.21497 -1.45015 1.01755 -0.113 -0.541 1.399
C 4.62918 -0.10489 -0.27192 0.428 0.129 -0.509
H -2.49647 -1.70465 0.34369 0.119 -0.100 -0.241
N 3.41916 0.67266 -0.43211 -0.479 0.395 -0.110
H -4.44520 1.05434 0.15908 0.051 0.065 0.223
H 0.87985 -2.02517 4.17154 -0.126 -0.070 -0.234
N 0.30458 -0.32767 -1.60450 -0.369 1.513 -2.543
O -4.69549 1.94184 -0.12016 -0.295 -0.316 -1.336
H 0.01026 1.03070 -4.66302 0.115 -0.173 0.009
C -1.96880 -1.27199 -0.50974 -1.252 -0.998 -0.444
H -0.04551 -0.71322 -4.34597 0.211 0.117 0.128
C -0.09318 -1.53573 2.32604 -0.429 0.913 -0.532
H -3.87049 -0.00565 -3.18465 0.357 1.811 1.242
H -2.28714 0.34564 4.30069 0.316 -0.221 -0.363
H 3.22617 1.26383 -1.24280 -0.111 -0.480 0.735
O 1.15975 -1.27474 -1.86712 -0.272 -0.392 0.256
H 5.50591 0.54541 -0.23363 -0.014 -0.013 -0.053
H 5.21194 -0.62814 1.75970 0.096 -0.019 0.057
C -0.90873 1.57660 -2.17648 -1.667 0.402 1.949
N 3.16519 -0.25731 1.52787 -0.564 0.356 0.462
C -1.40291 -0.29227 4.16480 -0.262 -0.152 0.900
H 1.44670 -2.97190 2.77499 -0.280 0.197 -0.047
C 0.56581 -2.50413 3.23126 0.142 -0.561 0.587
C -1.34156 2.71503 -3.01410 0.236 0.306 -0.278
N -1.44864 0.25458 1.74224 0.355 -0.867 1.114
H 4.74763 -0.80280 -1.09960 0.033 -0.026 0.005
H -0.12414 -3.31586 3.50845 0.195 0.130 -0.036
O -1.83681 2.47400 -0.25361 -0.085 0.151 -0.105
O -3.72069 0.84034 -2.62362 -0.083 -1.873 -1.360
H -1.54399 -2.00498 -1.19640 -0.040 -0.187 0.272
C -1.04933 -0.55197 2.74636 0.599 0.031 -1.007
C 0.35826 0.24474 -3.99138 0.080 0.172 -0.357
H -2.42834 2.81211 -2.97907 0.172 0.176 0.075
H 1.13115 -1.99198 -0.56611 0.320 -0.283 0.822
H -1.59053 -1.22713 4.71360 0.057 0.188 -0.202
C 4.40666 -0.81899 1.05514 0.204 -0.658 0.293
H -2.62207 -0.61060 -1.06485 -0.397 0.104 -0.143
H 4.30589 -1.89915 0.92270 0.017 0.038 -0.002
H -0.86444 3.64468 -2.67783 -0.227 -0.093 0.022
H -1.03456 2.53681 -4.04842 -0.181 0.175 0.169
```
Positions in Å, forces in eV/Å.

Output
energy above the lowest of the compared OMol25 structures with the same formula, charge and spin = 0.0 kJ/mol
expectation value of S² = 9.053
2S+1 = 6
gap between HOMO and LUMO (alpha / beta) = 5.6943 / 4.7924 eV

Charge distribution, natural (NBO) scheme, values in e:
1 C 0.14
2 N -0.10
3 H 0.48
4 S -0.13
5 H 0.44
6 H 0.23
7 O -0.58
8 O -0.56
9 H 0.50
10 H 0.24
11 C 0.36
12 Mn 1.13
13 N -0.23
14 C -0.22
15 H 0.22
16 N -0.57
17 H 0.46
18 H 0.22
19 N -0.11
20 O -0.94
21 H 0.22
22 C -0.83
23 H 0.24
24 C 0.12
25 H 0.43
26 H 0.26
27 H 0.43
28 O -0.59
29 H 0.20
30 H 0.20
31 C 0.13
32 N -0.57
33 C -0.66
34 H 0.24
35 C -0.67
36 C -0.66
37 N -0.24
38 H 0.21
39 H 0.23
40 O -0.45
41 O -0.57
42 H 0.21
43 C 0.16
44 C -0.65
45 H 0.26
46 H 0.49
47 H 0.22
48 C -0.22
49 H 0.22
50 H 0.21
51 H 0.23
52 H 0.21